# 1
{
  "formula": "C14H23CeN2PSe",
  "method": "ωB97M-V/def2-TZVPD",
  "energy_ha": -3873.66424,
  "de_lowest_kj_mol": 572.0,
  "charge": 2,
  "lumo_ev": [-9.02, -9.02],
  "fmax_ev_per_a": 10.3,
  "species": ["C", "C", "C", "C", "C", "C", "C", "C", "N", "Ce", "C", "P", "H", "H", "H", "H", "H", "H", "H", "H", "C", "C", "H", "C", "C", "H", "H", "H", "H", "H", "H", "H", "H", "H", "H", "H", "H", "H", "H", "Se", "C", "N"],
  "positions_angstrom": [[-2.809, 0.208, -2.749], [-2.612, -1.020, -2.104], [-1.909, -1.087, -0.884], [-1.389, 0.084, -0.283], [-1.566, 1.314, -0.974], [-2.274, 1.377, -2.188], [-1.691, -2.417, -0.195], [-0.228, -2.888, -0.018], [0.818, -1.834, 0.233], [0.000, 0.000, 1.350], [-0.869, 2.535, -0.402], [0.791, 1.909, 0.170], [-3.008, -1.941, -2.552], [-2.398, 2.337, -2.704], [-3.362, 0.253, -3.694], [-1.385, 2.909, 0.503], [-0.782, 3.368, -1.122], [-2.146, -2.359, 0.805], [-2.217, -3.221, -0.740], [-0.195, -3.583, 0.836], [1.519, 3.254, 1.198], [1.791, 1.999, -1.385], [0.100, -3.459, -0.909], [1.375, -1.398, -1.071], [1.912, -2.429, 1.042], [-0.672, 1.142, 2.183], [1.866, -2.251, -1.583], [0.561, -1.012, -1.701], [2.116, -0.607, -0.894], [2.444, -3.174, 0.435], [2.619, -1.644, 1.381], [1.473, -2.936, 1.914], [1.808, 3.035, -1.769], [2.826, 1.666, -1.199], [1.331, 1.343, -2.142], [1.671, 4.177, 0.612], [0.840, 3.453, 2.042], [2.485, 2.913, 1.606], [1.168, -0.018, 2.513], [0.000, 0.000, 6.420], [0.000, 0.000, 4.666], [0.000, 0.000, 3.350]],
  "forces_ev_per_angstrom": [[0.2268, 0.0570, 0.3924], [0.2402, 0.1684, 0.2673], [0.0330, -0.1128, -0.0573], [-3.1313, 0.3716, -3.5524], [0.0820, 0.0341, 0.0292], [0.1327, -0.3417, 0.2070], [-0.0794, -0.1410, 0.1742], [0.2568, -0.6644, -0.2708], [0.2995, -2.4550, -1.1925], [-1.7461, -8.2971, -5.7866], [-0.2328, -0.0189, 0.6319], [3.0084, 7.1109, -3.7118], [0.1953, 0.3963, 0.2613], [0.1090, -0.3914, 0.2878], [0.2367, -0.0209, 0.4236], [0.0682, -0.0539, -0.4837], [0.1593, -0.3938, 0.3215], [-0.0950, -0.0870, -0.1797], [0.1808, 0.3704, 0.3531], [-0.0790, 0.2022, -0.3720], [-0.0814, 0.0455, 0.1744], [-0.0633, -0.2098, -0.0726], [-0.1845, 0.2131, 0.3989], [0.0012, 0.1618, -0.1603], [0.0339, -0.0083, 0.2090], [-3.6376, 5.0223, 2.1144], [-0.1887, 0.4572, 0.2870], [0.3770, -0.1479, 0.1254], [-0.0690, -0.2357, -0.1676], [0.0343, 0.1867, 0.2652], [-0.2438, -0.4314, -0.2501], [0.2789, 0.2241, -0.1584], [-0.0527, -0.4179, 0.2682], [-0.3982, 0.1458, -0.0646], [0.2196, 0.2688, 0.2094], [-0.0990, -0.4045, 0.2410], [0.2740, 0.0402, -0.2656], [-0.3197, 0.1768, -0.1967], [2.3361, -0.5198, 4.8171], [-0.0021, -0.0217, -3.3112], [-0.0625, 0.0970, -1.4557], [1.9825, -0.3753, 9.2500]],
  "lowdin_charge": [-0.0038, 0.0094, -0.2131, -0.2405, -0.2611, 0.0069, -0.1001, -0.1305, -0.4263, 0.8296, -0.2222, 0.7938, 0.1349, 0.1357, 0.1328, 0.1135, 0.1252, 0.1302, 0.1432, 0.1360, -0.2005, -0.1927, 0.1477, -0.0403, -0.0455, -0.0559, 0.1320, 0.1077, 0.0863, 0.1244, 0.1076, 0.1127, 0.0765, 0.0674, 0.0570, 0.0753, 0.0621, 0.0661, 0.0714, 1.0087, -0.6135, -0.2480]
}

***

# 2
{
  "formula": "C55H61F3N5O2",
  "method": "ωB97M-V/def2-TZVPD",
  "energy_ha": -2855.98420,
  "de_lowest_kj_mol": 0.0,
  "charge": 1,
  "lumo_ev": -4.33,
  "fmax_ev_per_a": 3.0,
  "species": ["C", "C", "C", "C", "C", "C", "C", "C", "C", "C", "C", "C", "N", "N", "N", "C", "C", "C", "C", "C", "C", "C", "C", "C", "C", "C", "C", "C", "C", "C", "C", "C", "C", "F", "F", "F", "C", "C", "C", "C", "H", "H", "H", "H", "H", "H", "H", "H", "H", "H", "H", "H", "H", "H", "H", "H", "H", "H", "H", "H", "H", "H", "H", "H", "H", "H", "H", "H", "H", "H", "H", "H", "H", "H", "H", "H", "H", "H", "H", "H", "C", "O", "C", "C", "C", "C", "C", "C", "N", "C", "C", "C", "C", "C", "C", "N", "C", "C", "C", "C", "C", "O", "C", "C", "C", "H", "H", "H", "H", "H", "H", "H", "H", "H", "H", "H", "H", "H", "H", "H", "H", "H", "H", "H", "H", "H"],
  "positions_angstrom": [[-4.602, -0.497, -2.008], [-4.643, -1.419, -0.796], [-5.228, -2.802, -1.085], [-5.349, -0.736, 0.380], [-6.726, -0.525, 0.321], [-7.416, -0.005, 1.415], [-6.720, 0.336, 2.573], [-5.344, 0.130, 2.669], [-4.627, 0.343, 4.002], [-5.472, -0.090, 5.207], [-4.153, 1.782, 4.147], [-4.648, -0.312, 1.522], [-3.228, -0.578, 1.584], [-2.856, -1.877, 1.675], [-1.517, -1.852, 1.868], [-0.873, -3.063, 2.320], [-0.702, -4.105, 1.389], [-1.288, -4.036, -0.026], [-2.201, -5.232, -0.304], [-0.187, -3.853, -1.064], [0.055, -5.212, 1.776], [0.546, -5.315, 3.078], [0.301, -4.307, 4.008], [-0.458, -3.189, 3.662], [-0.874, -2.191, 4.742], [0.256, -1.234, 5.109], [-1.420, -2.901, 5.987], [-1.026, -0.553, 1.795], [0.380, -0.252, 1.804], [0.840, 1.063, 2.084], [2.157, 1.406, 1.817], [3.069, 0.436, 1.418], [4.489, 0.825, 1.111], [5.032, 0.042, 0.134], [4.585, 2.126, 0.674], [5.302, 0.726, 2.207], [2.678, -0.894, 1.266], [1.350, -1.232, 1.454], [-2.108, 0.288, 1.567], [-2.151, 1.648, 1.275], [-4.116, 0.443, -1.722], [-4.026, -0.954, -2.819], [-5.610, -0.265, -2.374], [-3.612, -1.592, -0.476], [-5.161, -3.429, -0.186], [-6.282, -2.753, -1.390], [-4.661, -3.299, -1.882], [-7.270, -0.786, -0.592], [-8.496, 0.151, 1.361], [-7.262, 0.744, 3.428], [-3.741, -0.307, 3.988], [-5.870, -1.101, 5.062], [-4.855, -0.107, 6.112], [-6.310, 0.594, 5.387], [-3.479, 2.042, 3.322], [-5.009, 2.470, 4.129], [-3.615, 1.909, 5.094], [-1.928, -3.147, -0.045], [-2.996, -5.276, 0.452], [-2.677, -5.128, -1.285], [-1.658, -6.185, -0.281], [0.400, -2.956, -0.834], [0.502, -4.707, -1.082], [-0.621, -3.729, -2.061], [0.255, -5.998, 1.041], [1.130, -6.191, 3.365], [0.689, -4.394, 5.026], [-1.694, -1.598, 4.315], [0.639, -0.723, 4.219], [-0.112, -0.468, 5.804], [1.095, -1.767, 5.577], [-2.172, -3.648, 5.707], [-0.626, -3.407, 6.551], [-1.903, -2.176, 6.653], [0.135, 1.809, 2.462], [2.473, 2.440, 1.892], [3.392, -1.652, 0.965], [1.031, -2.261, 1.296], [-1.241, 2.161, 1.009], [-3.137, 2.060, 1.080], [5.766, 1.876, 5.871], [5.268, 2.551, 4.688], [4.176, 3.350, 4.793], [3.564, 3.743, 3.571], [2.381, 4.445, 3.619], [1.847, 4.827, 4.872], [2.446, 4.482, 6.077], [3.613, 3.725, 6.043], [0.766, 5.678, 4.633], [0.057, 6.431, 5.648], [0.548, 5.797, 3.291], [1.540, 5.068, 2.592], [1.826, 5.106, 1.227], [1.183, 6.026, 0.362], [-0.184, 6.341, 0.318], [-0.377, 7.414, -0.511], [-1.666, 8.016, -0.783], [0.841, 7.838, -1.042], [1.854, 6.996, -0.509], [3.185, 7.318, -0.701], [3.497, 8.457, -1.495], [4.778, 8.872, -1.684], [5.819, 8.249, -0.892], [2.468, 9.242, -2.097], [1.135, 8.954, -1.829], [6.590, 1.264, 5.497], [6.135, 2.590, 6.623], [4.988, 1.241, 6.324], [4.027, 3.467, 2.624], [2.004, 4.780, 7.024], [4.120, 3.431, 6.962], [0.274, 6.019, 6.635], [0.359, 7.489, 5.636], [-1.020, 6.379, 5.459], [-0.222, 6.450, 2.894], [2.755, 4.646, 0.888], [-0.996, 5.890, 0.879], [-1.541, 8.847, -1.480], [-2.347, 7.277, -1.223], [-2.113, 8.397, 0.145], [3.973, 6.748, -0.201], [6.728, 8.767, -1.187], [5.639, 8.385, 0.183], [5.911, 7.176, -1.110], [2.754, 10.089, -2.719], [0.332, 9.562, -2.241]],
  "forces_ev_per_angstrom": [[-0.0228, 0.1426, -0.0395], [0.1908, 0.1595, 0.4706], [-0.1245, -0.0803, 0.1037], [0.2580, 0.1320, -0.3840], [-0.2387, -0.0214, 0.2602], [0.2008, 0.2830, -0.2591], [-0.0700, -0.1419, -0.0998], [0.4118, 0.1686, 0.0498], [-0.0078, -0.2655, -0.1719], [-0.0178, -0.1190, -0.0603], [0.1002, 0.2671, -0.0866], [-0.4544, -0.6450, 0.0303], [0.9718, -0.7145, 0.1905], [1.7374, 0.2946, 1.5190], [-2.6939, 1.3466, -0.2696], [-0.0064, -0.9124, -0.0969], [0.1044, 0.2108, -0.2007], [-0.0776, 0.3200, 0.4965], [-0.0473, -0.0783, 0.1098], [0.1634, 0.0143, -0.0459], [-0.1205, 0.0023, 0.2769], [0.2441, 0.0989, -0.2064], [-0.1039, -0.1823, -0.1912], [-0.1614, 0.3238, -0.1045], [-0.0527, 0.0354, -0.3370], [0.1770, 0.2253, -0.0805], [-0.1270, -0.1131, -0.0626], [0.7335, -2.3103, 0.5963], [1.2216, 0.2846, -0.0278], [-0.3475, -0.4434, -0.4076], [-0.1175, -0.1942, 0.0915], [0.2720, 0.0861, -0.2984], [0.5360, -0.0400, -0.1859], [-0.2982, 0.6638, 0.8313], [-0.0173, -0.8126, 0.3432], [-0.4912, 0.0983, -0.8788], [-0.2689, 0.1692, 0.2016], [-0.4278, 0.3015, -0.0114], [-1.4732, 2.1289, -0.7943], [-0.5403, -1.2781, 0.2466], [-0.0781, -0.0864, -0.1662], [-0.1178, 0.0674, 0.0515], [0.1802, -0.0657, 0.0229], [-0.1114, 0.0732, -0.2357], [-0.0686, 0.1001, -0.1942], [0.2278, -0.0122, 0.0288], [-0.1191, 0.1301, 0.0830], [0.1789, -0.0096, 0.3615], [0.3517, -0.0568, 0.0127], [0.1673, -0.2440, -0.2434], [-0.0918, 0.1103, -0.0141], [-0.0027, 0.1756, 0.0284], [-0.0770, 0.0836, -0.1467], [0.1519, -0.1317, -0.0202], [-0.1156, 0.0450, 0.2703], [0.1360, -0.1042, 0.0665], [-0.0820, 0.0451, -0.1051], [0.1625, -0.2187, -0.1847], [0.1386, -0.0455, -0.1483], [0.1167, -0.0332, 0.1075], [-0.0860, 0.1898, -0.0424], [-0.0466, -0.1220, -0.1276], [-0.1513, 0.1168, -0.0300], [0.0903, -0.0573, 0.0818], [-0.1298, 0.2046, 0.3512], [-0.1345, 0.2652, -0.0654], [-0.2259, -0.0451, -0.3401], [0.0975, -0.0381, 0.1014], [-0.0238, -0.0951, 0.2735], [0.1196, -0.1622, -0.0409], [-0.1883, 0.0769, -0.0393], [0.1164, 0.0852, 0.0797], [-0.1690, 0.1280, -0.1120], [0.1494, -0.0836, -0.0798], [0.2660, -0.2577, -0.2685], [-0.1381, -0.3546, 0.0668], [-0.0477, 0.1089, 0.0333], [0.2590, 0.3634, -0.0511], [-0.1922, 0.1205, 0.1130], [0.2916, 0.1677, -0.1854], [-0.2029, 0.3284, -0.3563], [-0.1438, 0.1675, 0.4848], [-0.4950, -0.1774, -0.0416], [0.7814, -0.4862, 0.6241], [-0.2781, 0.4443, 0.6621], [0.6309, -0.1174, -0.3817], [0.0003, -0.0615, 0.0200], [0.1436, -0.0806, -0.6891], [-0.7408, 0.0997, -2.0157], [-0.3934, 0.3492, 0.2406], [0.6704, 0.0288, 1.7879], [0.2899, -0.8041, -0.3712], [-0.0374, 1.3143, 0.8524], [-0.4524, 0.1535, -0.6251], [0.6328, 1.1403, -0.3887], [0.0039, -0.9784, 0.5494], [-0.4627, -0.0122, -0.0233], [0.5148, -0.4567, 0.6337], [-1.0631, 0.0270, -0.1458], [0.9072, 0.9600, -0.6198], [-0.2897, -0.7750, 0.6583], [0.0701, -0.3585, 0.3448], [-0.4820, 0.1857, -0.3727], [0.1631, -0.5124, 0.5183], [0.2362, -0.1777, -0.2679], [-0.1801, 0.1018, 0.1815], [-0.0471, -0.1601, -0.3015], [0.1871, 0.1931, -0.2408], [0.0509, 0.0152, 0.3898], [0.1976, -0.0308, -0.1058], [-0.3288, 0.1186, -0.2595], [-0.1097, 0.0361, -0.2472], [0.0349, -0.3591, -0.0256], [0.2265, -0.0483, 0.1098], [0.2039, -0.1225, 0.2901], [-0.1215, 0.0490, 0.0862], [0.0172, -0.0192, -0.4416], [-0.0478, -0.2166, 0.1630], [0.1803, 0.2204, 0.0445], [0.1365, -0.0408, -0.2464], [-0.3095, 0.2137, -0.3082], [-0.0342, -0.0952, 0.0677], [-0.0475, 0.0517, -0.2576], [-0.0353, 0.2826, -0.0696], [-0.0800, -0.2308, 0.2191], [0.2850, 0.0017, 0.0649]],
  "lowdin_charge": [-0.0549, -0.3853, -0.0585, -0.1237, -0.0289, -0.0506, -0.0312, -0.1172, -0.3739, -0.0714, -0.0634, -0.0802, -0.0057, 0.1887, 0.0127, -0.1078, -0.1387, -0.3780, -0.0568, -0.0487, -0.0226, -0.0444, -0.0228, -0.1188, -0.3669, -0.0460, -0.0631, -0.1103, -0.1388, -0.0075, -0.0079, -0.1216, -0.5104, 0.1226, 0.0942, 0.1211, 0.0101, 0.0074, -0.2381, -0.0149, 0.0815, 0.0814, 0.0818, 0.0984, 0.0840, 0.0779, 0.0771, 0.1186, 0.1112, 0.1138, 0.1163, 0.0889, 0.0784, 0.0748, 0.0407, 0.0875, 0.0800, 0.0996, 0.0874, 0.0770, 0.0782, 0.0713, 0.0852, 0.0843, 0.1206, 0.1117, 0.1190, 0.1155, 0.0581, 0.0851, 0.0883, 0.0899, 0.0771, 0.0806, 0.1041, 0.0658, 0.1287, 0.0987, 0.0130, 0.0371, -0.0428, -0.0857, -0.2307, 0.0591, -0.1101, -0.1604, 0.0124, 0.0099, -0.0550, 0.0124, 0.0751, -0.1178, 0.1140, -0.1397, 0.0147, -0.0795, 0.0024, -0.1585, -0.1040, 0.0468, -0.2474, -0.0844, -0.0544, 0.0208, 0.0045, 0.0983, 0.0937, 0.1029, 0.1126, 0.1130, 0.1103, 0.0897, 0.1119, 0.1060, 0.1391, 0.1376, 0.1424, 0.0859, 0.1057, 0.1017, 0.1090, 0.0947, 0.0987, 0.0932, 0.1257, 0.1103]
}

***

# 3
{
  "formula": "C3H7N3O",
  "method": "ωB97M-V/def2-TZVPD",
  "energy_ha": -357.94362,
  "de_lowest_kj_mol": 279.0,
  "lumo_ev": 0.73,
  "fmax_ev_per_a": 3.9,
  "species": ["C", "C", "C", "N", "N", "N", "O", "H", "H", "H", "H", "H", "H", "H"],
  "positions_angstrom": [[-1.862, 0.487, -0.014], [0.497, -1.723, 0.072], [0.619, 0.770, 0.244], [-2.425, -0.433, -0.500], [-1.085, 1.475, 0.312], [0.805, -0.390, -0.569], [1.289, 1.905, -0.202], [-0.578, -1.972, -0.012], [1.035, -2.592, -0.539], [0.771, -1.875, 1.116], [0.793, 0.465, 1.354], [-1.171, 1.978, 1.178], [0.571, -0.436, -1.567], [0.739, 2.342, -0.872]],
  "forces_ev_per_angstrom": [[-2.4642, -2.7242, -1.3989], [0.0507, -1.7925, -2.2140], [-0.5745, -0.2666, -0.2584], [1.0497, 1.9958, 1.1812], [3.3199, -0.4929, -0.3582], [-0.7512, -0.3001, 2.0753], [-0.2625, -0.7687, 0.4848], [0.5220, 0.3028, 0.0991], [-0.8335, 2.0535, 1.2285], [0.3682, 0.7236, -0.0878], [-0.0956, 0.9062, -2.0665], [-0.4218, -0.1846, 0.2638], [0.0318, 0.7665, 0.7566], [0.0611, -0.2187, 0.2945]],
  "lowdin_charge": [-0.4466, -0.1124, -0.2899, 0.1051, 0.0644, -0.0377, -0.0118, 0.0435, 0.1143, 0.0665, 0.1703, 0.0947, 0.1350, 0.1047]
}